Density functional theory data (ωB97M-V/def2-TZVPD) for C26H48Cl3HgN4O4Si as an isolated structure at a distorted geometry.

Values from the calculation:
LUMO level = 2.207 eV
Charge = -1
Relative energy (zero: lowest compared OMol25 entry of this formula, charge and spin) = 0.0 kcal/mol
Total energy = -91516.0726 eV
Gap between HOMO and LUMO = 5.8 eV

Positions of all 87 atoms, in Å:
C: -1.69972 -2.08988 -3.39220
C: -1.22505 -3.08840 -2.38228
H: -1.57508 -2.44463 -4.41938
H: -1.14281 -1.14518 -3.27566
H: -2.76647 -1.85938 -3.23575
C: -0.73080 -4.30425 -2.64402
C: -0.53473 -4.86538 -4.00973
H: -0.44361 -4.95594 -1.81358
H: -0.74169 -4.12824 -4.79411
H: -1.20936 -5.71867 -4.15266
H: 0.48826 -5.23920 -4.15390
Hg: -0.85429 1.06571 -1.14970
Cl: -2.66791 0.43629 0.23151
Cl: 0.50832 1.80252 -2.90580
H: 0.63222 5.05436 3.44631
H: -1.38752 6.16881 2.50799
C: 0.95803 4.77716 2.43774
C: -1.06810 5.88464 1.49576
N: -0.19551 4.72080 1.55794
H: 1.43593 3.79419 2.44328
C: -0.38971 3.66781 0.74119
O: 0.29595 2.63194 0.76529
H: -1.94680 5.62658 0.89315
H: -1.24233 3.80572 0.04085
H: 1.67369 5.53205 2.08752
H: -0.56059 6.74379 1.03465
H: 1.46386 -1.43254 -3.09755
H: 2.06029 -3.59756 -1.71038
C: 2.37316 -0.97431 -2.68851
C: 2.98844 -3.03305 -1.52129
N: 2.72713 -1.60915 -1.44445
H: 2.20508 0.08862 -2.52873
C: 2.59780 -0.96607 -0.24537
O: 2.16423 0.16593 -0.07789
H: 3.43740 -3.37806 -0.58059
H: 2.95717 -1.60283 0.60060
H: 3.18428 -1.13625 -3.40799
H: 3.67875 -3.23154 -2.35263
O: -0.16354 -1.67956 -0.92934
C: -1.17223 -2.54081 -0.94425
C: 0.04873 -4.07664 0.73701
C: -1.14966 -3.60972 0.19519
H: 0.98396 -3.62986 0.39166
C: 0.03671 -5.07477 1.72081
H: -2.13919 -2.01766 -0.81355
C: -2.36462 -4.10738 0.67649
H: 0.98801 -5.43102 2.12638
C: -1.17830 -5.60219 2.17150
C: -2.38456 -5.11472 1.65028
H: -3.29611 -3.70334 0.26641
H: -1.18699 -6.38390 2.93507
H: -3.34225 -5.50952 1.99968
Si: -0.57338 4.79657 -5.15789
Cl: -0.86040 3.02295 -6.23271
C: 1.25413 4.85863 -4.77446
C: -1.73589 4.53406 -3.72362
C: -1.05435 6.35323 -6.11920
H: 1.58367 3.92122 -4.31033
H: 1.48456 5.68339 -4.08884
H: 1.83122 5.01301 -5.69584
H: -0.40087 6.50770 -6.98982
H: -0.96522 7.24287 -5.47457
H: -2.09469 6.29716 -6.46958
H: -1.50501 3.58900 -3.21629
H: -2.76802 4.48133 -4.09343
H: -1.66852 5.34952 -2.99580
C: -1.24532 1.16844 3.75954
N: -0.44838 0.18513 4.44363
C: 0.09276 0.52151 5.73693
C: 0.39553 -0.74435 6.51415
C: 1.22737 -1.72835 5.72970
N: 1.12194 -1.53034 4.30923
C: 1.79625 -2.49170 3.48806
C: 0.11140 -0.81889 3.67107
O: -0.23230 -1.05943 2.51183
H: -0.63761 2.02704 3.43372
H: -2.01067 1.53301 4.45542
H: -1.70527 0.71184 2.87939
H: 1.01015 1.13098 5.64673
H: -0.66317 1.11414 6.25932
H: -0.54615 -1.23319 6.79811
H: 0.93380 -0.48754 7.43381
H: 0.93055 -2.75405 5.99488
H: 2.28846 -1.64529 6.00047
H: 2.79405 -2.68668 3.89861
H: 1.24648 -3.44538 3.42508
H: 1.88500 -2.10288 2.46975

=====

Density functional theory data (ωB97M-V/def2-TZVPD) for C18H17N5O4S2Yb as an isolated structure at a distorted geometry.

Values from the calculation:
LUMO level (spin up / spin down) = -4.034 / -4.037 eV
2S+1 = 2
Charge = +1
Relative energy (zero: lowest compared OMol25 entry of this formula, charge and spin) = 4.6 kcal/mol
Total energy = -87777.2903 eV
Gap between HOMO and LUMO (spin up / spin down) = 7.0 / 7.0 eV

Positions of all 47 atoms, in Å:
Yb: 0.88992 -0.69230 0.22800
C: 6.28967 -2.33425 -0.19323
S: 5.40593 -2.96304 1.23264
C: 3.77235 -2.45734 1.01078
S: 3.38105 -1.33171 -0.30087
N: 2.93592 -2.90459 1.92195
N: 1.65170 -2.38691 1.86870
C: 0.74158 -3.02324 2.52975
C: -0.60869 -2.44318 2.54218
C: -1.55822 -2.83055 3.51384
C: -2.72138 -2.11240 3.61778
C: -2.99041 -1.11620 2.68626
C: -1.98262 -0.75187 1.75654
N: -0.79570 -1.42798 1.71891
H: 7.30900 -2.66627 -0.10609
H: 6.28827 -1.24942 -0.14672
H: 5.91923 -2.73885 -1.12020
H: 1.07411 -3.91574 3.08535
H: -1.33536 -3.58396 4.24336
H: -3.48460 -2.36527 4.33788
H: -3.89006 -0.52536 2.60386
H: -2.14641 0.04379 1.02749
O: -0.41364 -1.12029 -1.48740
C: -0.60088 0.11274 -1.75404
O: 0.11017 0.94171 -1.14373
C: -1.68773 0.47617 -2.73000
C: -1.75613 1.77376 -3.31303
C: -2.73108 2.09490 -4.24799
C: -3.68102 1.13021 -4.55663
C: -3.68411 -0.13595 -4.01515
C: -2.67476 -0.44630 -3.13294
N: -4.64578 1.39905 -5.61007
O: -4.54080 2.43556 -6.21447
O: -5.36267 0.45760 -5.87291
H: -1.06503 2.51489 -3.09903
H: -2.72016 3.02747 -4.79307
H: -4.45062 -0.82785 -4.36832
H: -2.60624 -1.42801 -2.70235
C: 1.97117 4.68772 2.08661
C: 2.28441 3.42304 2.81086
C: 1.86822 2.15642 2.08126
N: 1.53376 1.23342 1.52286
H: 2.13892 5.53136 2.73372
H: 0.90748 4.78127 1.82548
H: 2.56303 4.88401 1.17363
H: 1.72895 3.40718 3.75741
H: 3.36924 3.26652 2.99115

=====

Density functional theory data (ωB97M-V/def2-TZVPD) for C34H39GeMnN5O6S as an isolated structure.

Values from the calculation:
LUMO level (spin up / spin down) = 3.915 / 3.913 eV
2S+1 = 6
Charge = -2
Total energy = -154299.3793 eV
Gap between HOMO and LUMO (spin up / spin down) = 3.0 / 3.5 eV

Positions of all 87 atoms, in Å:
Mn: -0.02572 0.09730 0.03735
N: -1.58958 -1.58397 0.39033
C: -2.75595 -0.91424 0.95421
C: -3.97482 -1.81551 1.16150
C: -5.15965 -1.14392 1.86388
C: -4.84582 -0.39160 3.16297
N: -4.15551 0.91048 3.02968
C: -4.52504 1.86130 2.19861
N: -5.82687 2.00481 1.82837
N: -3.65793 2.78519 1.79784
C: -3.01476 0.40593 0.16771
O: -4.19218 0.68165 -0.19561
O: -2.01634 1.13788 0.05329
H: -1.74883 -1.99579 -0.52510
H: -1.23724 -2.30362 1.01178
H: -2.41317 -0.56691 1.93468
H: -3.64117 -2.68150 1.74598
H: -4.31851 -2.20502 0.19944
H: -5.91176 -1.90048 2.11166
H: -5.61049 -0.46837 1.14362
H: -4.18952 -0.98492 3.79948
H: -5.76692 -0.24924 3.73688
H: -3.13336 0.88297 3.15676
H: -6.40097 1.23409 2.13560
H: -5.88435 2.08259 0.81636
H: -2.67921 2.51800 1.95298
H: -3.78555 3.04472 0.82183
C: 0.39544 7.07261 0.71115
C: 0.30448 5.69144 1.30524
C: 0.67087 4.57174 0.57428
C: 0.55866 3.29134 1.10948
C: 0.07320 3.12902 2.39329
C: -0.29310 4.24429 3.14602
C: -0.17561 5.51124 2.60477
S: -0.15207 1.50843 3.13223
O: 0.46233 1.60716 4.44303
O: -1.63023 1.41620 3.17457
N: 0.43252 0.44125 2.19150
C: 1.72223 -0.14871 2.58603
C: 2.16613 -1.24609 1.59993
O: 3.03921 -2.02727 2.00285
O: 1.60476 -1.23723 0.46668
H: 0.99634 7.07095 -0.19791
H: 0.84240 7.77936 1.41362
H: -0.59641 7.45230 0.45178
H: 1.04196 4.67947 -0.43830
H: 0.84580 2.43756 0.50177
H: -0.66134 4.10768 4.15514
H: -0.46222 6.37686 3.19425
H: 1.65762 -0.61128 3.57198
H: 2.52898 0.59234 2.63652
C: 0.23799 0.28247 -1.97425
Ge: 1.32037 -0.99285 -2.76816
C: 0.71352 -2.90223 -2.51218
C: -0.28594 -3.37880 -3.36856
C: -0.92615 -4.59326 -3.15743
C: -0.58347 -5.37825 -2.06163
C: 0.40096 -4.92617 -1.19187
C: 1.03895 -3.70820 -1.41345
C: 1.39733 -0.88779 -4.78074
C: 2.14842 -1.76694 -5.56444
C: 2.19895 -1.65340 -6.94974
C: 1.48741 -0.64364 -7.58719
C: 0.73411 0.24232 -6.82687
C: 0.69488 0.11693 -5.44106
C: 3.25803 -0.87357 -2.33371
C: 3.84766 0.37666 -2.53203
C: 5.18704 0.60632 -2.24539
C: 5.97647 -0.41905 -1.73871
C: 5.41003 -1.66751 -1.52778
C: 4.06884 -1.88678 -1.82623
H: -0.63414 0.52809 -2.59986
H: -0.58183 -2.77420 -4.22190
H: -1.69996 -4.92491 -3.84381
H: -1.08388 -6.32503 -1.88412
H: 0.66804 -5.51511 -0.31970
H: 1.74359 -3.34981 -0.67401
H: 2.71124 -2.56096 -5.08098
H: 2.79354 -2.34991 -7.53314
H: 1.52296 -0.54748 -8.66784
H: 0.17666 1.03638 -7.31460
H: 0.11762 0.81490 -4.84060
H: 3.22964 1.19209 -2.89584
H: 5.61295 1.59254 -2.40315
H: 7.01877 -0.24105 -1.49403
H: 6.00424 -2.47158 -1.10735
H: 3.65444 -2.86763 -1.63492